{"formula": "C9H10O2", "method": "ωB97M-V with the def2-TZVPD basis set", "elements": ["C", "C", "C", "C", "C", "C", "O", "C", "O", "C", "C", "H", "H", "H", "H", "H", "H", "H", "H", "H", "H"], "positions_angstrom": [[3.55937, -1.09557, -0.02111], [2.90216, 0.07175, -0.21867], [1.42610, 0.32670, -0.02521], [0.98253, 1.61349, 0.11711], [-0.25362, 2.07192, 0.11174], [-1.30234, 1.02176, -0.06938], [-2.67965, 1.24648, -0.28169], [-0.90436, -0.29612, -0.00432], [-1.78160, -1.22415, -0.26014], [-3.00805, -1.50926, 0.16181], [0.47358, -0.67783, -0.02977], [3.31767, -2.08057, 0.40981], [4.56650, -1.12510, -0.34966], [3.55313, 0.80222, -0.71279], [1.84946, 2.20982, 0.40433], [-0.49732, 3.16186, 0.44796], [-2.77902, 2.22254, -0.39025], [-3.73386, -0.70639, 0.04361], [-3.36223, -2.21940, -0.53798], [-3.04188, -2.03704, 1.10583], [0.71342, -1.77713, 0.09877]], "forces_ev_per_a": [[-0.5, 0.4, 0.1], [-0.1, -1.9, 0.2], [0.7, -2.3, -0.5], [3.7, 1.2, 0.6], [-5.1, 0.3, 0.7], [1.0, 2.4, 0.5], [1.6, 1.5, 0.2], [1.4, 1.4, -0.3], [2.2, -2.2, -1.8], [-3.0, -0.2, 0.6], [-0.5, -0.6, 0.9], [-0.9, 0.9, -0.1], [1.0, 0.2, -0.3], [-0.8, 0.3, 0.3], [-0.5, 0.9, -0.4], [0.3, -2.1, -1.0], [0.0, -1.1, 0.1], [0.1, 0.3, 0.7], [-0.5, -1.1, -0.8], [0.0, 0.3, 0.7], [-0.3, 1.5, -0.7]], "multiplicity": 1, "smiles": "C=Cc1ccc(O)c(OC)c1", "gap_ev": 8.71, "e_tot_ev": -13587.094, "lumo_energy_ev": 0.745, "total_charge": 0}

***

{"formula": "C9H10O2", "method": "ωB97M-V with the def2-TZVPD basis set", "elements": ["C", "C", "C", "C", "C", "C", "C", "C", "C", "O", "O", "H", "H", "H", "H", "H", "H", "H", "H", "H", "H"], "positions_angstrom": [[1.24994, 1.78085, 0.79683], [0.01067, 1.76478, 0.44782], [-3.72436, -0.28502, 0.13379], [2.03161, 0.72646, 0.04117], [1.01332, -1.44662, -0.63366], [-0.34848, 0.59334, -0.45311], [1.03428, 0.02985, -0.81684], [-0.19239, -1.64904, 0.27350], [-0.99711, -0.50713, 0.38656], [-4.16447, -0.36460, -0.96344], [-0.38667, -0.96202, 1.48760], [1.67894, 2.43438, 1.63133], [-0.80629, 2.29038, 0.85227], [-4.27936, -0.23189, 1.15946], [2.93775, 1.13071, -0.40643], [2.42791, -0.02043, 0.74924], [0.85495, -1.77912, -1.64240], [1.82730, -2.04144, -0.19191], [-0.95813, 0.99406, -1.31905], [1.43909, 0.19503, -1.86054], [-0.64849, -2.65252, 0.32782]], "forces_ev_per_a": [[2.8, 0.9, 1.6], [-2.1, -1.0, -0.8], [-1.0, 0.4, -0.6], [1.1, 0.4, 2.6], [-0.7, -1.1, 1.4], [-0.5, 2.2, -0.2], [2.1, 0.7, -2.2], [-0.9, -4.4, -1.9], [-0.6, 1.3, -2.2], [0.2, 0.0, 1.5], [1.7, 1.1, 2.2], [-0.5, -0.9, -1.5], [-0.6, 1.0, 0.6], [0.0, -0.2, -1.0], [-0.2, 0.1, -0.6], [0.0, 0.4, 0.2], [-0.7, -1.2, -0.1], [0.5, 0.9, -0.4], [0.4, -1.1, 0.9], [-1.3, 0.2, 0.7], [0.3, 0.4, -0.2]], "multiplicity": 3, "s2": 2.006, "gap_ev": [7.95, 8.57], "e_tot_ev": -13582.751, "lumo_energy_ev": [0.845, -0.731], "total_charge": 0}

***

{"formula": "C9H10S", "method": "ωB97M-V with the def2-TZVPD basis set", "elements": ["C", "C", "C", "C", "C", "C", "C", "C", "C", "S", "H", "H", "H", "H", "H", "H", "H", "H", "H", "H"], "positions_angstrom": [[-2.17532, -2.34656, -0.83814], [-1.77178, -3.10273, -1.89070], [-1.15613, -1.40238, -0.58483], [-0.09823, -1.53837, -1.41299], [0.95381, 0.14288, -0.57174], [0.13715, 0.37830, 0.38151], [-1.13322, -0.41369, 0.53172], [2.24619, 0.56540, -1.16204], [0.21406, 1.53250, 1.42274], [-0.22040, -2.66036, -2.68616], [-2.98544, -2.56218, -0.29245], [-2.28794, -4.00431, -2.33624], [-2.00263, 0.35403, 0.62969], [-1.01615, -0.98233, 1.40915], [3.11408, 0.20313, -0.84274], [2.26007, 1.61879, -0.98811], [2.20423, 0.36151, -2.23674], [1.03792, 1.36419, 2.01656], [-0.60155, 1.62111, 2.02335], [0.46270, 2.47148, 0.87516]], "forces_ev_per_a": [[3.7, -0.3, -2.9], [-0.8, -2.3, -2.2], [-0.4, 0.2, 0.2], [2.3, 4.6, 1.9], [0.4, -4.3, -3.1], [-2.1, 1.9, 2.5], [-0.2, 1.4, -1.4], [-4.2, 1.4, -1.9], [2.1, 0.1, -4.2], [-1.7, -0.1, 1.9], [-3.0, -0.5, 1.9], [0.5, 1.3, 0.6], [1.2, -1.7, -0.3], [-0.3, -0.5, 1.7], [3.3, -2.1, 1.9], [0.3, 1.1, -0.2], [0.0, 0.4, 0.1], [1.9, -0.4, 1.6], [-2.5, 0.2, 1.3], [-0.5, -0.4, 0.5]], "multiplicity": 1, "gap_ev": 9.03, "e_tot_ev": -20326.042, "lumo_energy_ev": 0.885, "total_charge": 0}

***

For the records above, the corresponding energy relative to the best compared isomer or geometry (same formula, charge and spin) values read 72.3, 4.7, 56.9 kcal/mol.